# 1
C38H50Ge2N3O3S3Ti | ωB97M-V/def2-TZVPD

Values from the calculation:
Kohn-Sham gap   7.19 eV
Highest occupied orbital energy   -5.4912 eV
2S+1   1
M   886.1 g/mol
LUMO energy   0.0624 hartree
Total charge   -1
Energy above the lowest of the compared OMol25 structures with the same formula, charge and spin   0.7482 eV

XYZ file:
```
100
Properties=species:S:1:pos:R:3:lowdin_charge:R:1
Ti 0.2771 0.3430 0.0258 0.288
C 3.4912 -0.0394 -0.6622 -0.106
N 2.6447 0.7357 0.2719 -0.203
C 2.8365 2.1504 -0.1365 -0.167
C 1.8905 3.0579 0.5851 -0.167
N 0.4972 2.8243 0.1488 -0.185
C -0.3546 3.4996 1.1621 -0.066
C 0.2992 3.4034 -1.1803 -0.280
C 0.1536 4.7811 -1.3148 -0.022
C -0.0444 5.3665 -2.5522 -0.066
C -0.0728 4.5659 -3.6851 -0.082
C 0.0804 3.1964 -3.5640 -0.130
C 0.2545 2.5922 -2.3164 -0.580
S 0.3618 0.8192 -2.2825 0.648
C 3.0739 0.5646 1.6593 -0.294
C 4.4281 0.6175 1.9734 -0.034
C 4.8706 0.4550 3.2746 -0.081
C 3.9407 0.2497 4.2849 -0.085
C 2.5932 0.2114 3.9806 -0.111
C 2.1333 0.3652 2.6688 -0.581
S 0.3933 0.2570 2.3953 0.659
H 4.4928 0.3957 -0.7384 0.094
H 3.0293 -0.0098 -1.6453 0.057
H 3.5824 -1.0644 -0.3297 0.040
H 2.6616 2.2076 -1.2118 0.114
H 3.8737 2.4464 0.0566 0.132
H 2.1666 4.1041 0.4135 0.137
H 1.9373 2.8728 1.6599 0.123
H -1.3212 3.7464 0.7462 0.063
H 0.1155 4.4273 1.5012 0.097
H -0.4742 2.8370 2.0165 0.054
H 0.1444 5.4118 -0.4356 0.123
H -0.2058 6.4339 -2.6185 0.115
H -0.2347 5.0052 -4.6611 0.105
H 0.0416 2.5606 -4.4396 0.097
H 5.1561 0.7768 1.1884 0.108
H 5.9296 0.4869 3.4939 0.100
H 4.2652 0.1171 5.3091 0.102
H 1.8602 0.0482 4.7601 0.100
C -4.1972 -1.7015 1.6941 -0.177
C -2.7897 -1.1060 1.7109 -0.395
Ge -1.8005 -1.3530 -0.0076 0.796
C -3.0881 -1.1342 -1.5233 -0.373
C -3.8144 -2.4298 -1.8924 -0.181
C -1.4405 -3.2677 0.0069 -0.256
C -0.1791 -3.6932 -0.0474 -0.362
Ge 1.1852 -2.2513 -0.1905 0.892
C 2.0229 -2.5960 -1.9903 -0.373
C 3.4058 -3.2469 -2.0494 -0.176
C 2.4128 -2.6968 1.3294 -0.348
C 2.9025 -4.1448 1.4247 -0.151
C 0.1182 -5.1470 0.0237 -0.262
C -0.4592 -5.9164 1.0338 -0.052
C -0.2076 -7.2785 1.1309 -0.090
C 0.6258 -7.9022 0.2151 -0.105
C 1.2052 -7.1490 -0.7994 -0.086
C 0.9595 -5.7885 -0.8892 -0.049
H -4.6744 -1.6360 2.6753 0.063
H -4.1744 -2.7556 1.4089 0.055
H -4.8439 -1.1850 0.9807 0.063
H -2.1685 -1.6042 2.4592 0.047
H -2.8202 -0.0542 2.0103 0.037
H -2.5110 -0.7791 -2.3824 0.043
H -3.8220 -0.3578 -1.2956 0.053
H -3.1097 -3.2207 -2.1532 0.058
H -4.4732 -2.2759 -2.7509 0.065
H -4.4276 -2.7946 -1.0664 0.054
H -2.2527 -3.9988 0.0531 0.068
H 2.0193 -1.6508 -2.5351 0.009
H 1.3014 -3.2265 -2.5152 0.050
H 4.1351 -2.7548 -1.4022 0.053
H 3.8109 -3.2275 -3.0649 0.066
H 3.3666 -4.2901 -1.7284 0.044
H 1.8263 -2.4485 2.2183 0.049
H 3.2714 -2.0259 1.3526 0.036
H 2.0759 -4.8492 1.5058 0.049
H 3.5334 -4.2768 2.3089 0.067
H 3.4926 -4.4366 0.5543 0.053
H -1.0957 -5.4271 1.7616 0.113
H -0.6607 -7.8529 1.9299 0.098
H 0.8245 -8.9639 0.2895 0.094
H 1.8540 -7.6254 -1.5243 0.099
H 1.4147 -5.2148 -1.6857 0.086
N -2.3115 1.5654 -0.2996 0.070
C -2.9677 2.8369 -0.3591 -0.331
C -3.6189 3.3453 0.7578 -0.054
C -4.0788 4.6570 0.7562 -0.048
C -3.9002 5.4575 -0.3625 -0.258
C -3.3217 4.9194 -1.5034 -0.050
C -2.8602 3.6135 -1.5057 -0.036
S -4.3297 7.2023 -0.3526 0.393
O -3.0488 7.8520 -0.6072 -0.378
O -5.2888 7.3448 -1.4369 -0.367
O -4.8691 7.4362 0.9778 -0.375
H -2.8554 0.9284 0.2665 0.023
H -2.2327 1.1817 -1.2348 0.027
H -3.7079 2.7330 1.6504 0.113
H -4.5517 5.0883 1.6285 0.107
H -3.2109 5.5465 -2.3789 0.119
H -2.3680 3.2070 -2.3830 0.107
```

***

# 2
C4H8N2 | ωB97M-V/def2-TZVPD

Values from the calculation:
Kohn-Sham gap   8.57 eV
Highest occupied orbital energy   -7.6093 eV
2S+1   1
M   84.1 g/mol
LUMO energy   0.0353 hartree
Total charge   0
Energy above the lowest of the compared OMol25 structures with the same formula, charge and spin   4.4937 eV

XYZ file:
```
14
Properties=species:S:1:pos:R:3:nbo_charge:R:1
C 1.0477 -0.9921 -0.4621 -0.438
C 0.7625 0.1580 -1.3213 -0.421
C 0.0940 0.0754 -0.0292 0.057
C -1.4172 -0.2190 0.2297 -0.610
N 0.9931 0.9420 2.0766 -0.245
N 0.2369 1.0447 1.1894 -0.194
H 0.5735 -1.9762 -0.4451 0.226
H 1.9531 -1.0641 0.1442 0.241
H 0.0560 0.0058 -2.0586 0.217
H -1.9167 0.4493 -0.3529 0.204
H -1.7915 -0.0883 1.2805 0.220
H -1.5500 -1.1696 -0.0667 0.210
H 1.4674 1.0171 -1.4059 0.239
H -0.5088 1.8171 1.2214 0.295
```

***

# 3
C4H7N6S | ωB97M-V/def2-TZVPD

Values from the calculation:
Kohn-Sham gap (spin up / spin down)   6.19 / 7.07 eV
Highest occupied orbital energy (spin up / spin down)   -12.4912 / -13.1213 eV
2S+1   1
M   171.2 g/mol
LUMO energy (spin up / spin down)   -0.2316 / -0.2223 hartree
Total charge   +1
Energy above the lowest of the compared OMol25 structures with the same formula, charge and spin   1.8362 eV

XYZ file:
```
18
Properties=species:S:1:pos:R:3:nbo_charge:R:1
C -3.8155 0.7985 1.0664 0.024
C -2.9799 0.1645 0.1393 0.155
C 0.4000 -0.4241 -0.6794 0.009
C 1.2323 0.5658 0.1827 -0.667
N -5.0959 0.5688 0.8346 -0.580
N -3.6609 -0.5366 -0.7639 -0.628
N -0.1749 -2.5557 0.8606 0.053
N 0.6160 -1.9338 0.3112 -0.195
N -0.9547 -0.2474 -0.7612 -0.175
N -1.6440 0.3182 0.1209 -0.077
S -5.2380 -0.3716 -0.4421 1.055
H -3.5805 1.4497 1.9276 0.252
H 0.7142 -0.6334 -1.6152 0.215
H 1.4786 0.3717 1.1699 0.248
H 0.7692 1.5055 0.1827 0.258
H 2.0845 0.8268 -0.5002 0.251
H 1.6396 -2.1212 0.1099 0.398
H -1.4203 -0.8374 -1.3641 0.405
```

***

# 4
C5H13N2 | ωB97M-V/def2-TZVPD

Values from the calculation:
Kohn-Sham gap   10.83 eV
Highest occupied orbital energy   -13.7621 eV
2S+1   1
M   101.2 g/mol
LUMO energy   -0.1077 hartree
Total charge   +1
Energy above the lowest of the compared OMol25 structures with the same formula, charge and spin   3.7991 eV

XYZ file:
```
20
Properties=species:S:1:pos:R:3:nbo_charge:R:1
C -0.9609 1.0789 1.4388 -0.410
C -1.1858 -0.4087 1.4671 -0.398
C -0.0012 0.1351 0.7617 0.114
C 1.4090 -1.0881 -1.2025 -0.614
C 1.0036 0.0768 -0.3213 0.030
N -1.4019 0.6486 -1.7787 -1.107
N 1.4291 -0.1045 1.1203 -0.540
H -1.7150 1.5457 0.7327 0.273
H -0.6774 1.4185 2.4337 0.249
H -1.0598 -0.9381 2.4693 0.248
H -1.9568 -0.7835 0.8299 0.252
H 1.1248 -2.0744 -0.6824 0.224
H 2.4070 -1.0492 -1.3822 0.235
H 0.7481 -1.0740 -2.0353 0.243
H 1.4084 0.9429 -0.6617 0.224
H -0.5520 0.5398 -2.3090 0.356
H -1.7005 1.6078 -1.7903 0.382
H 1.7741 -0.9994 1.4131 0.426
H -2.0920 -0.0048 -2.1244 0.386
H 1.9995 0.5305 1.6212 0.427
```

***

# 5
C40H43N4O3P2PtS2 | ωB97M-V/def2-TZVPD

Values from the calculation:
Kohn-Sham gap   7.97 eV
Highest occupied orbital energy   -10.9315 eV
2S+1   1
M   949.0 g/mol
LUMO energy   -0.1087 hartree
Total charge   +1
Energy above the lowest of the compared OMol25 structures with the same formula, charge and spin   1.0211 eV

XYZ file:
```
95
Properties=species:S:1:pos:R:3:lowdin_charge:R:1
Pt -0.8478 0.3584 -0.4473 0.712
C -0.2036 2.7501 4.9056 -0.078
C -0.1943 1.3162 4.4038 -0.271
N -1.4957 0.9135 3.8650 0.018
C -1.9351 1.1155 2.6261 -0.689
S -0.8549 1.8388 1.4716 0.687
N -3.2054 0.8028 2.3760 0.033
C -3.9822 1.0110 1.1561 -0.259
C -4.9497 2.1719 1.3010 -0.066
H 0.7728 3.0054 5.3175 0.080
H -0.9480 2.8959 5.6897 0.077
H -0.4202 3.4409 4.0900 0.063
H 0.0376 0.6150 5.2047 0.124
H 0.5441 1.1667 3.6236 0.064
H -2.1667 0.5782 4.5411 0.153
H -3.7275 0.4077 3.1455 0.155
H -4.4920 0.0746 0.9306 0.109
H -3.2885 1.1807 0.3463 0.038
H -5.6508 2.0086 2.1212 0.076
H -5.5277 2.2833 0.3833 0.078
H -4.4129 3.1031 1.4860 0.078
C -2.8129 -0.7791 -2.8935 -0.470
P -1.1492 -1.0382 -2.2198 0.909
C -0.0261 -0.8572 -3.6302 -0.342
C 1.0001 0.0762 -3.6294 -0.102
C 1.8423 0.1824 -4.7293 -0.065
C 1.6563 -0.6372 -5.8307 -0.063
C 0.6315 -1.5788 -5.8331 -0.065
C -0.2009 -1.6952 -4.7343 -0.091
C -1.0384 -2.8212 -1.8911 -0.350
C 0.2372 -3.3479 -1.6859 -0.096
C 0.4020 -4.6987 -1.4294 -0.057
C -0.7035 -5.5383 -1.3938 -0.065
C -1.9718 -5.0238 -1.6180 -0.070
C -2.1427 -3.6682 -1.8624 -0.086
P -3.3342 1.0009 -3.0375 1.066
C -3.9280 1.0687 -4.7619 -0.402
C -5.0430 1.8640 -5.0132 -0.103
C -5.5455 1.9915 -6.3018 -0.074
C -4.9377 1.3199 -7.3502 -0.072
C -3.8241 0.5228 -7.1117 -0.070
C -3.3229 0.3983 -5.8268 -0.112
C -1.7186 1.8802 -3.1367 -0.386
C -1.1376 2.2209 -1.9018 -0.299
C 0.0306 2.9777 -1.8295 -0.105
C 0.6352 3.4099 -2.9984 -0.061
C 0.0525 3.1005 -4.2197 -0.048
C -1.1140 2.3437 -4.2943 -0.063
H -3.5076 -1.2344 -2.1862 0.031
H -2.8949 -1.3065 -3.8454 0.051
H 1.1444 0.7193 -2.7680 0.057
H 2.6424 0.9114 -4.7226 0.111
H 2.3128 -0.5531 -6.6868 0.109
H 0.4922 -2.2297 -6.6862 0.110
H -0.9770 -2.4529 -4.7295 0.114
H 1.1046 -2.6966 -1.7135 0.107
H 1.3943 -5.0950 -1.2598 0.115
H -0.5750 -6.5948 -1.1978 0.110
H -2.8353 -5.6759 -1.5997 0.112
H -3.1415 -3.2850 -2.0086 0.101
H -5.5242 2.3830 -4.1927 0.096
H -6.4144 2.6101 -6.4829 0.108
H -5.3303 1.4137 -8.3541 0.108
H -3.3455 0.0004 -7.9300 0.108
H -2.4424 -0.2135 -5.6608 0.090
H -1.7485 2.1111 -0.9982 0.016
H 0.4360 3.2485 -0.8636 0.090
H 1.5351 4.0086 -2.9594 0.115
H 0.5101 3.4550 -5.1349 0.119
H -1.5490 2.1299 -5.2615 0.105
C 4.7167 -0.4750 0.6138 -0.080
C 3.9992 0.8657 0.7905 -0.200
C 2.7247 0.8833 0.0776 -0.167
N 1.7201 0.8986 -0.4757 0.144
H 5.6288 -0.4831 1.2077 0.079
H 4.9824 -0.6377 -0.4296 0.083
H 4.0767 -1.2939 0.9379 0.068
H 4.6022 1.6966 0.4222 0.121
H 3.7849 1.0579 1.8431 0.122
O 0.5914 -1.1111 2.7209 -0.287
S 0.3227 -1.8644 1.5279 0.633
O 1.4128 -2.0505 0.6129 -0.297
N -1.0105 -1.2635 0.7372 -0.267
C -2.1086 -2.0776 0.7994 -0.532
O -3.1890 -1.8249 0.2983 0.041
C -1.7796 -3.3377 1.5295 -0.136
C -2.6245 -4.4077 1.7594 0.004
C -2.1058 -5.5183 2.4124 -0.047
C -0.7751 -5.5516 2.8234 -0.050
C 0.0725 -4.4736 2.5970 -0.020
C -0.4641 -3.3831 1.9437 -0.213
H -3.6522 -4.3685 1.4238 0.128
H -2.7403 -6.3735 2.6029 0.112
H -0.3950 -6.4305 3.3267 0.113
H 1.1063 -4.4916 2.9141 0.127
```